No. 1
C5H8ClN | ωB97M-V/def2-TZVPD

Output
- SMILES = Cl/C=C\C1CNC1
- spin multiplicity = 1
- F_max (eV/Å) = 2.15
- M (g mol⁻¹) = 117.6
- HOMO-LUMO gap (eV) = 9.988
- energy above the lowest of the compared OMol25 structures with the same formula, charge and spin (kJ/mol) = 149.9
- lowest unoccupied orbital energy (eV) = 0.89
- calculated total energy (Eh) = -710.19528

Last column: natural (NBO) charge in e.
Element x y z (Å)
C (-1.490, 0.921, -0.035)  -0.1951
C (-0.349, 1.548, 0.014)  -0.2052
C (1.056, 0.986, 0.085)  -0.2864
C (1.465, -0.042, -1.014)  -0.2088
C (1.256, -0.251, 1.077)  -0.2084
H (-2.452, 1.423, 0.073)  0.2215
H (-0.395, 2.623, 0.105)  0.2249
H (1.844, 1.765, 0.182)  0.2217
H (0.653, -0.290, -1.675)  0.1856
H (2.346, 0.183, -1.641)  0.1888
H (1.063, -1.845, -0.189)  0.3491
H (2.025, -0.175, 1.852)  0.1932
H (0.302, -0.560, 1.468)  0.1921
N (1.759, -1.112, -0.033)  -0.6159
Cl (-1.725, -0.842, -0.041)  -0.0570

=====

No. 2
C34H49F9NNbO21 | ωB97M-V/def2-TZVPD

Output
- spin multiplicity = 1
- F_max (eV/Å) = 3.52
- M (g mol⁻¹) = 1071.6
- net charge = -2
- HOMO-LUMO gap (eV) = 3.958
- lowest unoccupied orbital energy (eV) = 2.88
- calculated total energy (Eh) = -3915.36029

Last column: Mulliken charge in e.
Element x y z (Å)
C (2.561, 0.638, 2.508)  -0.3672
C (1.492, 1.190, 1.628)  0.6578
O (1.604, 2.286, 1.145)  -0.6893
O (0.377, 0.458, 1.340)  -0.1723
C (-0.534, 0.284, 2.336)  -0.2023
O (-0.398, 0.867, 3.385)  -0.7508
C (-1.633, -0.585, 1.952)  -0.2116
Nb (-1.255, -2.823, 1.610)  -1.3888
C (-3.569, -2.924, 1.371)  0.0950
C (-4.233, -1.752, 0.704)  -0.7334
O (-5.544, -2.019, 0.117)  -0.5173
C (-6.426, -2.561, 1.039)  -0.6403
C (-7.869, -2.194, 0.669)  1.1833
F (-8.609, -3.311, 0.428)  -0.3332
F (-7.913, -1.458, -0.458)  -0.3437
C (-8.613, -1.342, 1.737)  0.3440
F (-9.613, -0.665, 1.132)  -0.3506
F (-7.780, -0.436, 2.253)  -0.2610
C (-9.300, -2.108, 2.893)  0.7517
F (-10.319, -2.836, 2.423)  -0.2782
F (-9.826, -1.167, 3.718)  -0.3135
C (-8.442, -2.990, 3.801)  -0.0139
F (-8.031, -4.080, 3.133)  -0.2281
F (-7.384, -2.304, 4.243)  -0.2308
C (-1.185, -2.389, -0.670)  -0.8954
O (-0.815, -1.025, -1.042)  -0.2202
N (-1.180, -0.767, -2.364)  0.1707
O (-2.268, -0.326, -2.448)  -0.2657
C (-1.071, -5.026, 1.086)  -0.8801
C (-0.320, -6.098, 1.892)  0.3520
C (0.668, -5.649, 2.932)  -1.3426
O (-1.264, -7.022, 2.513)  -0.5711
C (0.921, -2.455, 2.040)  1.0752
O (1.568, -2.477, 3.101)  -0.7605
O (1.309, -2.352, 0.863)  -0.6567
C (-1.800, -3.093, 3.837)  0.4320
C (-0.902, -2.495, 4.898)  -1.3779
F (-2.149, -4.430, 4.213)  -0.4382
H (2.960, 1.489, 3.040)  -0.0307
H (3.325, 0.123, 1.940)  0.3443
H (2.119, -0.028, 3.239)  0.1876
H (-2.064, -0.172, 1.040)  0.5375
H (-2.384, -0.489, 2.732)  0.5937
H (-3.805, -3.822, 0.795)  0.4689
H (-4.025, -3.059, 2.355)  0.2156
H (-4.380, -0.958, 1.441)  0.3150
H (-3.652, -1.319, -0.102)  0.2474
H (-6.199, -2.217, 2.046)  0.3302
H (-6.357, -3.649, 1.044)  0.2169
H (-9.050, -3.305, 4.647)  0.2921
H (-0.422, -3.062, -1.063)  0.4644
H (-2.121, -2.659, -1.167)  0.5524
H (-0.644, -5.017, 0.078)  0.5924
H (-2.084, -5.401, 0.949)  0.2654
H (0.239, -6.718, 1.184)  0.4346
H (1.497, -5.136, 2.454)  0.3201
H (0.247, -5.013, 3.699)  0.0613
H (1.086, -6.536, 3.409)  0.4235
H (-1.253, -7.826, 1.994)  0.3063
H (-2.751, -2.558, 3.916)  0.3727
H (-1.489, -2.114, 5.739)  0.3234
H (-0.229, -3.245, 5.305)  0.3799
H (-0.290, -1.687, 4.517)  0.1491
C (6.167, 4.372, 7.247)  -1.4591
C (6.034, 3.271, 6.225)  0.4890
C (5.456, 3.695, 4.890)  -0.5135
O (4.845, 2.493, 4.433)  -0.2473
C (4.492, 1.757, 5.522)  0.6230
O (3.793, 0.810, 5.507)  -0.4543
O (5.074, 2.292, 6.642)  -0.3807
H (5.188, 4.788, 7.484)  0.3546
H (6.597, 3.990, 8.172)  0.3510
H (6.810, 5.166, 6.866)  0.3657
H (6.991, 2.760, 6.083)  0.2494
H (6.204, 4.033, 4.177)  0.2991
H (4.683, 4.460, 5.002)  0.3163
C (4.558, 0.982, -1.523)  -1.4329
C (6.017, 0.631, -1.413)  0.6019
C (6.409, -0.684, -2.052)  -0.4838
O (7.568, -1.056, -1.289)  -0.3550
C (7.443, -0.496, -0.059)  0.6481
O (8.141, -0.753, 0.867)  -0.5500
O (6.435, 0.399, -0.051)  -0.3032
H (3.917, 0.253, -1.026)  0.2960
H (4.355, 1.943, -1.053)  0.3569
H (4.269, 1.041, -2.573)  0.4222
H (6.633, 1.450, -1.801)  0.1731
H (6.667, -0.600, -3.105)  0.3080
H (5.639, -1.446, -1.920)  0.3276
C (-1.171, 1.312, -5.051)  -1.6717
C (-0.468, 1.971, -6.207)  0.9310
C (-0.557, 1.229, -7.522)  -0.5476
O (0.655, 1.633, -8.188)  -0.3538
C (1.557, 1.936, -7.225)  0.7428
O (2.720, 2.112, -7.430)  -0.6115
O (0.971, 1.999, -6.023)  -0.2996
H (-0.750, 0.330, -4.836)  0.3906
H (-1.067, 1.907, -4.146)  0.3890
H (-2.233, 1.199, -5.267)  0.3886
H (-0.799, 3.003, -6.327)  0.0301
H (-1.423, 1.500, -8.119)  0.3177
H (-0.527, 0.146, -7.384)  0.3398
C (2.638, 8.068, -7.974)  -1.4669
C (2.029, 6.924, -7.207)  0.5255
C (2.328, 5.545, -7.755)  -0.6428
O (1.182, 4.804, -7.327)  -0.0929
C (0.146, 5.666, -7.218)  0.5215
O (-0.992, 5.353, -7.088)  -0.5308
O (0.590, 6.944, -7.292)  -0.3825
H (2.260, 8.084, -8.997)  0.3565
H (2.384, 9.022, -7.513)  0.3548
H (3.723, 7.971, -7.995)  0.3724
H (2.297, 6.984, -6.149)  0.2721
H (3.232, 5.097, -7.354)  0.3741
H (2.365, 5.527, -8.847)  0.3007

=====

No. 3
C5H9N | ωB97M-V/def2-TZVPD

Output
- SMILES = C#CCCCN
- spin multiplicity = 1
- F_max (eV/Å) = 2.31
- M (g mol⁻¹) = 83.1
- HOMO-LUMO gap (eV) = 10.508
- energy above the lowest of the compared OMol25 structures with the same formula, charge and spin (kJ/mol) = 206.4
- lowest unoccupied orbital energy (eV) = 1.07
- calculated total energy (Eh) = -250.58832

Last column: natural (NBO) charge in e.
Element x y z (Å)
C (-1.422, -0.190, 0.689)  -0.2204
C (-0.571, 1.035, 0.360)  -0.3863
C (0.634, 0.863, -0.618)  -0.4777
C (1.653, -0.099, -0.109)  -0.0223
C (2.571, -0.798, 0.244)  -0.2616
H (-2.809, -1.303, -0.334)  0.3620
H (-1.240, -1.433, -0.978)  0.3595
H (-0.901, -0.888, 1.358)  0.1775
H (-2.282, 0.131, 1.197)  0.1918
H (-0.189, 1.506, 1.267)  0.2024
H (-1.170, 1.817, -0.027)  0.2068
H (1.160, 1.804, -0.774)  0.2372
H (0.238, 0.560, -1.594)  0.2366
H (3.442, -1.379, 0.622)  0.2472
N (-1.919, -0.812, -0.590)  -0.8527

=====

No. 4
C5H9NO | ωB97M-V/def2-TZVPD

Output
- SMILES = C[C@H]1CN(C)C1=O
- spin multiplicity = 1
- F_max (eV/Å) = 0.53
- M (g mol⁻¹) = 99.1
- HOMO-LUMO gap (eV) = 10.145
- energy above the lowest of the compared OMol25 structures with the same formula, charge and spin (kJ/mol) = 140.7
- lowest unoccupied orbital energy (eV) = 0.94
- calculated total energy (Eh) = -325.88397

Last column: natural (NBO) charge in e.
Element x y z (Å)
C (-0.845, -1.988, -0.877)  -0.6121
C (-0.194, -0.798, -0.208)  -0.3265
C (0.434, 0.422, -0.922)  -0.2155
N (-0.083, 1.293, 0.160)  -0.4515
C (0.890, 1.792, 1.122)  -0.4166
C (-0.913, 0.247, 0.638)  0.7001
O (-1.776, 0.258, 1.473)  -0.5502
H (-1.529, -1.703, -1.683)  0.2136
H (-1.408, -2.565, -0.136)  0.2289
H (-0.074, -2.645, -1.291)  0.2134
H (0.572, -1.159, 0.496)  0.2221
H (1.524, 0.422, -1.032)  0.1932
H (-0.040, 0.680, -1.876)  0.2003
H (1.547, 0.975, 1.469)  0.1690
H (1.521, 2.564, 0.675)  0.2065
H (0.374, 2.206, 1.991)  0.2252

=====

No. 5
C4H6NO2 | ωB97M-V/def2-TZVPD

Output
- spin multiplicity = 1
- F_max (eV/Å) = 5.05
- M (g mol⁻¹) = 100.1
- net charge = -1
- HOMO-LUMO gap (eV) = 7.453
- energy above the lowest of the compared OMol25 structures with the same formula, charge and spin (kJ/mol) = 573.0
- lowest unoccupied orbital energy (eV) = 4.12
- calculated total energy (Eh) = -361.08945

Last column: natural (NBO) charge in e.
Element x y z (Å)
C (-0.123, 0.183, 0.055)  0.2251
C (-0.765, 2.004, 0.501)  -0.6471
C (0.922, -1.481, -0.412)  -0.3225
C (-0.704, -1.200, 0.001)  0.1332
N (1.065, -0.041, -0.465)  0.0465
O (2.092, 0.671, -0.788)  -0.6309
O (-1.153, -1.900, 1.027)  -0.8787
H (0.091, 2.650, 0.239)  0.2182
H (-1.715, 2.214, 0.030)  0.1942
H (1.189, -1.827, 0.588)  0.2106
H (1.294, -1.960, -1.269)  0.1758
H (-1.275, -1.118, -1.009)  0.0755
H (-0.917, 1.806, 1.502)  0.2001

=====

No. 6
CH5FOSi | ωB97M-V/def2-TZVPD

Output
- SMILES = O[SiH2]CF
- spin multiplicity = 1
- F_max (eV/Å) = 3.38
- M (g mol⁻¹) = 80.1
- HOMO-LUMO gap (eV) = 10.142
- energy above the lowest of the compared OMol25 structures with the same formula, charge and spin (kJ/mol) = 4.6
- lowest unoccupied orbital energy (eV) = 0.62
- calculated total energy (Eh) = -505.68075

Last column: natural (NBO) charge in e.
Element x y z (Å)
C (1.252, 0.147, 0.288)  -0.2960
O (-1.277, -1.529, 0.163)  -1.1434
F (1.917, -0.932, -0.214)  -0.3900
Si (-0.823, -0.046, -0.222)  1.3587
H (1.840, 0.981, -0.100)  0.1778
H (1.207, 0.067, 1.418)  0.1633
H (-1.337, -2.307, 0.718)  0.5490
H (-1.193, 0.362, -1.641)  -0.1871
H (-1.269, 0.964, 0.787)  -0.2324

=====

No. 7
C28H30BrN5O4 | ωB97M-V/def2-TZVPD

Output
- SMILES = NC(=O)C[C@@H](NC(=O)c1cccc(Br)c1)c1ccc(NC2CCN(Cc3ccccc3)CC2)c([N+](=O)[O-])c1
- spin multiplicity = 1
- F_max (eV/Å) = 1.37
- M (g mol⁻¹) = 580.5
- HOMO-LUMO gap (eV) = 7.758
- energy above the lowest of the compared OMol25 structures with the same formula, charge and spin (kJ/mol) = 0.0
- lowest unoccupied orbital energy (eV) = -0.41
- calculated total energy (Eh) = -4233.72002

Last column: natural (NBO) charge in e.
Element x y z (Å)
N (1.999, -2.997, 3.048)  -0.7992
C (2.592, -1.794, 2.949)  0.6811
O (3.710, -1.660, 2.486)  -0.6445
C (1.790, -0.610, 3.463)  -0.5001
H (2.403, -0.099, 4.208)  0.2457
H (0.859, -0.932, 3.927)  0.2188
C (1.477, 0.389, 2.330)  -0.0619
N (2.704, 0.742, 1.648)  -0.6354
C (2.771, 1.817, 0.840)  0.6483
O (1.837, 2.584, 0.686)  -0.6303
C (4.094, 2.033, 0.175)  -0.0504
C (4.990, 1.000, -0.085)  -0.2534
C (6.185, 1.296, -0.716)  -0.0578
C (6.513, 2.587, -1.093)  -0.2334
C (5.611, 3.607, -0.841)  -0.1967
C (4.409, 3.331, -0.217)  -0.1957
H (3.690, 4.112, -0.022)  0.2389
H (5.852, 4.617, -1.135)  0.2195
H (7.455, 2.787, -1.581)  0.2289
Br (7.414, -0.115, -1.081)  0.0508
H (4.768, -0.024, 0.176)  0.2342
H (3.473, 0.089, 1.750)  0.4383
C (0.452, -0.159, 1.361)  -0.0152
C (0.709, -1.266, 0.590)  -0.1709
C (-0.238, -1.778, -0.307)  -0.0637
C (-1.488, -1.124, -0.503)  0.2314
N (-2.374, -1.594, -1.396)  -0.5766
H (-2.036, -2.402, -1.915)  0.4363
C (-3.731, -1.176, -1.680)  -0.0394
C (-4.674, -1.275, -0.476)  -0.4057
C (-6.087, -0.905, -0.916)  -0.2290
N (-6.100, 0.442, -1.454)  -0.4434
C (-5.285, 0.519, -2.649)  -0.2125
C (-3.828, 0.221, -2.303)  -0.4127
H (-3.472, 0.982, -1.611)  0.2076
H (-3.215, 0.266, -3.204)  0.2187
H (-5.360, 1.531, -3.056)  0.2061
H (-5.633, -0.188, -3.426)  0.1589
C (-7.456, 0.920, -1.671)  -0.2525
C (-8.184, 1.093, -0.365)  0.0620
C (-7.552, 1.731, 0.695)  -0.2452
C (-8.207, 1.905, 1.900)  -0.1930
C (-9.505, 1.449, 2.058)  -0.2223
C (-10.142, 0.815, 1.006)  -0.2042
C (-9.483, 0.635, -0.198)  -0.2448
H (-9.984, 0.135, -1.016)  0.2094
H (-11.154, 0.456, 1.123)  0.2127
H (-10.018, 1.586, 2.998)  0.2128
H (-7.705, 2.401, 2.719)  0.2107
H (-6.539, 2.080, 0.562)  0.2230
H (-7.387, 1.894, -2.166)  0.2098
H (-8.027, 0.246, -2.335)  0.1700
H (-6.760, -0.938, -0.056)  0.2184
H (-6.447, -1.638, -1.662)  0.1595
H (-4.662, -2.291, -0.079)  0.2152
H (-4.367, -0.595, 0.316)  0.2074
H (-4.091, -1.889, -2.432)  0.2026
C (-1.714, 0.015, 0.302)  -0.2410
C (-0.787, 0.473, 1.199)  -0.1627
H (-1.005, 1.357, 1.779)  0.2204
H (-2.640, 0.552, 0.199)  0.2107
N (0.113, -2.985, -0.949)  0.5287
O (1.082, -3.599, -0.533)  -0.3975
O (-0.574, -3.401, -1.883)  -0.4319
H (1.659, -1.774, 0.642)  0.2474
H (1.065, 1.309, 2.765)  0.2260
H (2.465, -3.794, 2.643)  0.4126
H (1.043, -3.104, 3.337)  0.4002

=====

No. 8
C8H8FN10O4S2Ti | ωB97M-V/def2-TZVPD

Output
- spin multiplicity = 2
- F_max (eV/Å) = 0.65
- M (g mol⁻¹) = 439.2
- net charge = -2
- HOMO-LUMO gap (spin up / spin down) (eV) = 6.663 / 6.961
- energy above the lowest of the compared OMol25 structures with the same formula, charge and spin (kJ/mol) = 10.6
- lowest unoccupied orbital energy (spin up / spin down) (eV) = 4.80 / 4.80
- calculated total energy (Eh) = -2904.09740

Last column: Mulliken spin population.
Element x y z (Å)
Ti (-0.591, 0.231, -0.119)  0.9958
N (-0.397, 1.689, 3.143)  0.0007
C (0.243, 0.483, 2.945)  0.0051
N (0.956, -0.103, 3.893)  0.0000
N (1.377, -1.251, 3.323)  0.0002
N (0.944, -1.340, 2.111)  0.0017
N (0.211, -0.243, 1.833)  -0.0141
C (-1.159, 2.369, 2.220)  0.0056
N (-1.695, 3.555, 2.476)  -0.0003
N (-2.407, 3.845, 1.373)  0.0024
N (-2.291, 2.899, 0.501)  0.0036
N (-1.498, 1.929, 1.009)  -0.0094
H (-0.139, 2.199, 3.968)  0.0001
O (0.797, -1.033, -0.974)  0.0019
N (0.427, -2.217, -1.423)  -0.0026
C (1.087, -3.279, -0.923)  0.0012
C (0.844, -4.548, -1.375)  -0.0012
C (-0.128, -4.732, -2.363)  0.0034
C (-0.822, -3.646, -2.827)  -0.0002
C (-0.588, -2.339, -2.349)  0.0008
S (-1.463, -0.968, -2.819)  0.0112
H (1.782, -3.015, -0.139)  0.0002
H (1.389, -5.379, -0.949)  0.0001
H (-0.345, -5.722, -2.748)  0.0005
H (-1.598, -3.757, -3.572)  -0.0016
F (-1.966, -0.891, 0.246)  -0.0053
C (0.661, 4.011, -0.563)  0.0018
S (1.117, 2.368, -1.047)  0.0014
O (2.174, 2.527, -2.018)  -0.0001
O (-0.115, 1.739, -1.586)  -0.0036
O (1.461, 1.649, 0.184)  0.0011
H (0.364, 4.552, -1.459)  0.0001
H (1.537, 4.466, -0.106)  -0.0001
H (-0.169, 3.952, 0.136)  -0.0003